{
  "formula": "C25H34F4P",
  "method": "the ωB97M-V functional and the def2-TZVPD basis",
  "fmax_ha_per_bohr": 0.0245,
  "de_lowest_ev": 1.822,
  "homo_ha": -0.396,
  "multiplicity": 1,
  "orbital_gap_ev": 4.026,
  "charge": 1,
  "e_tot_ev": -46627.584,
  "elements": ["C", "C", "C", "C", "P", "C", "C", "C", "C", "C", "C", "C", "C", "H", "H", "H", "H", "H", "H", "H", "H", "H", "H", "H", "H", "H", "H", "H", "H", "H", "H", "H", "H", "H", "H", "H", "H", "H", "H", "H", "F", "C", "C", "C", "F", "C", "C", "C", "C", "C", "C", "F", "C", "C", "F", "C", "C", "H", "H", "H", "H", "H", "H", "H"],
  "coordinates": [[-4.795, 2.234, 0.986], [-3.419, 1.730, 1.406], [-2.767, 0.824, 0.355], [-1.384, 0.327, 0.748], [-0.147, 1.686, 0.833], [1.314, 0.690, 1.369], [1.749, 1.056, 2.779], [2.282, 2.488, 2.907], [2.765, 2.821, 4.314], [0.246, 1.800, -0.957], [1.266, 2.895, -1.211], [1.689, 3.033, -2.683], [2.419, 1.808, -3.219], [-5.249, 2.878, 1.744], [-4.741, 2.810, 0.060], [-5.484, 1.404, 0.811], [-2.753, 2.579, 1.613], [-3.494, 1.186, 2.358], [-3.433, -0.029, 0.160], [-2.712, 1.364, -0.599], [-1.410, -0.149, 1.732], [-1.013, -0.421, 0.042], [1.056, -0.369, 1.292], [2.128, 0.861, 0.661], [0.906, 0.922, 3.471], [2.523, 0.357, 3.128], [3.099, 2.639, 2.187], [1.498, 3.193, 2.600], [3.123, 3.852, 4.396], [1.966, 2.694, 5.049], [3.588, 2.168, 4.615], [0.608, 0.828, -1.298], [-0.682, 2.003, -1.495], [0.862, 3.850, -0.842], [2.159, 2.714, -0.599], [0.805, 3.242, -3.300], [2.331, 3.920, -2.797], [2.798, 1.966, -4.232], [3.273, 1.551, -2.588], [1.763, 0.936, -3.253], [-1.383, -3.913, 3.023], [-0.295, -3.796, 2.227], [0.966, -4.050, 2.739], [2.084, -3.934, 1.934], [3.315, -4.189, 2.432], [1.937, -3.565, 0.621], [0.675, -3.301, 0.059], [0.657, -2.938, -1.308], [-0.373, -2.646, -2.232], [0.028, -2.353, -3.549], [-0.879, -2.066, -4.538], [-0.451, -1.802, -5.792], [-2.229, -2.058, -4.243], [-2.668, -2.341, -2.960], [-3.993, -2.329, -2.682], [-1.758, -2.632, -1.971], [-0.440, -3.428, 0.909], [1.078, -4.341, 3.766], [2.818, -3.488, 0.011], [1.642, -2.886, -1.745], [1.072, -2.361, -3.801], [-2.941, -1.835, -5.015], [-2.158, -2.852, -1.005], [-1.438, -3.240, 0.575]]
}


{
  "formula": "C25H34F8LiO11",
  "method": "the ωB97M-V functional and the def2-TZVPD basis",
  "fmax_ha_per_bohr": 0.0896,
  "de_lowest_ev": 1.834,
  "homo_ha": -0.458,
  "multiplicity": 1,
  "orbital_gap_ev": 10.709,
  "charge": 1,
  "e_tot_ev": -70940.658,
  "elements": ["Li", "O", "C", "O", "C", "C", "C", "H", "H", "H", "H", "H", "H", "O", "C", "O", "C", "C", "C", "H", "H", "H", "H", "H", "H", "O", "C", "O", "C", "C", "C", "H", "H", "H", "H", "H", "H", "O", "C", "O", "C", "C", "C", "H", "H", "H", "H", "H", "H", "O", "C", "O", "C", "C", "C", "H", "H", "H", "H", "H", "H", "C", "C", "C", "F", "F", "F", "F", "O", "C", "C", "F", "F", "F", "F", "H", "H", "H", "H"],
  "coordinates": [[1.184, -0.249, 0.511], [2.476, -0.501, -1.045], [2.492, -1.195, -2.061], [1.977, -2.346, -2.142], [2.341, -3.075, -3.267], [3.503, -2.272, -3.888], [3.283, -0.908, -3.311], [1.609, -3.298, -4.043], [2.676, -4.059, -2.937], [3.490, -2.253, -4.978], [4.438, -2.654, -3.478], [2.628, -0.213, -3.835], [4.224, -0.429, -3.040], [-0.390, -0.880, -0.853], [-1.340, -1.620, -0.450], [-1.098, -2.754, 0.107], [-2.169, -3.173, 0.960], [-3.412, -2.625, 0.316], [-2.841, -1.374, -0.350], [-2.031, -2.713, 1.939], [-2.184, -4.253, 1.104], [-4.236, -2.348, 0.974], [-3.840, -3.328, -0.398], [-2.874, -0.512, 0.317], [-3.267, -1.075, -1.308], [2.237, 1.770, 0.898], [2.168, 2.852, 1.472], [1.314, 3.035, 2.501], [1.068, 4.345, 2.823], [1.605, 5.113, 1.618], [2.654, 4.178, 0.957], [1.722, 4.558, 3.668], [0.011, 4.463, 3.061], [2.083, 6.050, 1.905], [0.833, 5.265, 0.864], [3.655, 4.430, 1.308], [2.770, 4.216, -0.126], [1.844, -1.965, 1.274], [2.076, -3.181, 1.418], [2.960, -3.821, 2.329], [3.001, -5.265, 2.155], [2.507, -5.440, 0.737], [1.424, -4.293, 0.588], [2.298, -5.814, 2.781], [4.025, -5.599, 2.321], [2.044, -6.424, 0.666], [3.315, -5.301, 0.018], [0.552, -4.504, 1.207], [1.195, -4.015, -0.441], [0.021, 0.125, 2.009], [-0.804, 0.313, 2.912], [-2.094, 0.159, 2.674], [-2.797, -0.131, 3.876], [-1.792, 0.099, 5.015], [-0.494, 0.522, 4.409], [-3.124, -1.168, 3.800], [-3.679, 0.509, 3.887], [-1.596, -0.703, 5.727], [-2.175, 0.861, 5.693], [0.241, -0.269, 4.559], [-0.121, 1.528, 4.604], [-2.236, 3.698, -1.798], [-1.293, 2.773, -0.930], [0.077, 2.511, -1.743], [-0.091, 1.919, -2.931], [0.669, 3.707, -1.949], [-1.082, 3.290, 0.293], [-2.053, 1.669, -0.682], [-2.234, 3.497, -3.203], [-3.489, 2.970, -3.742], [-3.342, 2.966, -5.303], [-2.225, 2.336, -5.685], [-4.412, 2.211, -5.755], [-3.709, 1.796, -3.254], [-4.489, 3.809, -3.326], [-1.841, 4.711, -1.872], [-3.218, 3.831, -1.344], [0.765, 1.912, -1.147], [-3.386, 4.001, -5.640]]
}


{
  "formula": "C25H34N6O",
  "method": "the ωB97M-V functional and the def2-TZVPD basis",
  "fmax_ha_per_bohr": 0.0152,
  "de_lowest_ev": 0.578,
  "smiles": "CCn1cc(CN2CCC(n3nccc3NC(=O)CCCc3ccccc3)CC2)c(C)n1",
  "homo_ha": -0.303,
  "multiplicity": 1,
  "orbital_gap_ev": 8.687,
  "e_tot_ev": -37465.299,
  "elements": ["C", "H", "H", "H", "C", "N", "C", "C", "C", "N", "C", "H", "H", "H", "C", "N", "C", "C", "H", "H", "C", "N", "C", "C", "C", "N", "H", "H", "N", "C", "O", "C", "H", "C", "H", "H", "C", "C", "C", "C", "C", "C", "C", "H", "H", "H", "H", "H", "H", "H", "H", "H", "C", "C", "H", "H", "H", "H", "H", "H", "H", "H", "H", "H", "H", "H"],
  "coordinates": [[4.166, 2.926, -1.979], [3.414, 2.172, -2.206], [4.301, 3.569, -2.844], [3.805, 3.525, -1.147], [5.492, 2.269, -1.602], [5.320, 1.366, -0.498], [5.071, 0.044, -0.551], [4.855, -0.388, 0.743], [5.007, 0.780, 1.524], [5.281, 1.819, 0.751], [4.920, 0.930, 3.003], [3.884, 0.882, 3.340], [5.480, 0.140, 3.501], [5.330, 1.895, 3.286], [4.535, -1.778, 1.206], [3.146, -2.209, 1.157], [2.218, -1.500, 2.004], [1.637, -0.224, 1.375], [0.917, 0.231, 2.059], [2.432, 0.498, 1.187], [0.971, -0.573, 0.039], [0.464, 0.618, -0.605], [-0.693, 1.279, -0.344], [-0.714, 2.402, -1.147], [0.492, 2.338, -1.852], [1.191, 1.271, -1.518], [0.870, 3.023, -2.584], [-1.482, 3.143, -1.196], [-1.613, 0.803, 0.579], [-2.752, 1.453, 0.968], [-3.075, 2.541, 0.557], [-3.574, 0.643, 1.956], [-4.307, 1.312, 2.407], [-4.298, -0.509, 1.251], [-3.575, -1.162, 0.754], [-4.826, -1.110, 1.995], [-5.303, 0.005, 0.213], [-5.958, -1.145, -0.496], [-5.383, -1.690, -1.637], [-5.963, -2.773, -2.272], [-7.128, -3.329, -1.771], [-7.708, -2.795, -0.633], [-7.125, -1.712, 0.000], [-7.583, -1.297, 0.887], [-8.618, -3.223, -0.238], [-7.584, -4.173, -2.267], [-5.508, -3.183, -3.162], [-4.477, -1.255, -2.035], [-6.055, 0.614, 0.717], [-4.782, 0.640, -0.506], [-2.926, 0.251, 2.744], [-1.411, -0.094, 0.995], [1.989, -1.264, -0.863], [2.582, -2.484, -0.144], [1.784, -3.225, 0.004], [3.351, -2.941, -0.768], [2.769, -0.545, -1.105], [1.512, -1.577, -1.792], [0.128, -1.259, 0.215], [1.391, -2.188, 2.226], [2.717, -1.261, 2.944], [5.104, -2.494, 0.605], [4.855, -1.885, 2.248], [5.091, -0.494, -1.478], [6.215, 3.031, -1.300], [5.895, 1.705, -2.447]]
}


{
  "formula": "C25H34N6O",
  "method": "the ωB97M-V functional and the def2-TZVPD basis",
  "fmax_ha_per_bohr": 0.0172,
  "de_lowest_ev": 0.579,
  "smiles": "CC(C)n1cc(CN2CCC(n3nccc3NC(=O)CCCc3ccccc3)CC2)cn1",
  "homo_ha": -0.298,
  "multiplicity": 1,
  "orbital_gap_ev": 8.614,
  "e_tot_ev": -37465.297,
  "elements": ["C", "H", "H", "H", "C", "N", "C", "C", "C", "N", "H", "C", "N", "C", "C", "H", "H", "C", "N", "C", "C", "C", "N", "H", "H", "N", "C", "O", "C", "H", "C", "H", "H", "C", "C", "C", "C", "C", "C", "C", "H", "H", "H", "H", "H", "H", "H", "H", "H", "C", "C", "H", "H", "H", "H", "H", "H", "H", "H", "H", "H", "C", "H", "H", "H", "H"],
  "coordinates": [[7.529, 0.920, 3.208], [7.617, -0.127, 2.927], [7.159, 0.976, 4.229], [8.516, 1.373, 3.171], [6.582, 1.655, 2.261], [5.238, 1.141, 2.390], [4.798, -0.110, 2.155], [3.442, -0.120, 2.413], [3.163, 1.200, 2.800], [4.254, 1.941, 2.783], [2.223, 1.626, 3.092], [2.493, -1.263, 2.277], [2.366, -1.655, 0.878], [1.799, -0.627, 0.030], [0.284, -0.447, 0.202], [-0.082, 0.310, -0.494], [0.059, -0.107, 1.213], [-0.430, -1.782, -0.032], [-1.850, -1.657, 0.207], [-2.831, -1.343, -0.676], [-4.023, -1.348, 0.020], [-3.650, -1.655, 1.332], [-2.349, -1.833, 1.435], [-4.275, -1.753, 2.196], [-4.996, -1.159, -0.376], [-2.554, -1.070, -2.007], [-3.490, -0.843, -2.975], [-4.678, -0.981, -2.804], [-2.885, -0.462, -4.317], [-2.287, -1.307, -4.673], [-2.018, 0.800, -4.296], [-1.664, 0.977, -5.315], [-1.136, 0.653, -3.668], [-2.779, 2.043, -3.815], [-2.996, 2.049, -2.326], [-4.260, 1.875, -1.779], [-4.438, 1.867, -0.407], [-3.357, 2.042, 0.438], [-2.096, 2.237, -0.096], [-1.918, 2.239, -1.468], [-0.932, 2.405, -1.882], [-1.249, 2.395, 0.557], [-3.496, 2.031, 1.509], [-5.427, 1.723, 0.003], [-5.109, 1.732, -2.430], [-3.740, 2.094, -4.329], [-2.200, 2.928, -4.091], [-3.715, -0.322, -5.010], [-1.583, -0.931, -2.243], [0.167, -2.847, 0.887], [1.685, -2.917, 0.676], [1.892, -3.234, -0.353], [2.120, -3.658, 1.350], [-0.067, -2.588, 1.919], [-0.285, -3.817, 0.675], [-0.285, -2.099, -1.075], [2.014, -0.908, -1.008], [2.311, 0.314, 0.240], [2.889, -2.130, 2.816], [1.533, -0.986, 2.739], [5.443, -0.898, 1.826], [7.052, 1.561, 0.810], [7.121, 0.522, 0.497], [6.354, 2.076, 0.154], [8.031, 2.021, 0.707], [6.511, 2.707, 2.557]]
}